(1)
Below is a single C7H7BrCl2 molecule, with properties calculated with ωB97M-V with the def2-TZVPD basis set.

```
! wB97M-V def2-TZVPD RIJCOSX def2/J DEFGRID3
* xyz 0 3
C -1.57277 0.99679 1.00415
C -0.52153 1.60486 0.45986
C -2.17893 -0.33838 0.86155
C 0.69190 0.97597 -0.12219
C -2.20003 -1.07817 -0.27920
C 1.38671 -0.16697 0.07350
C 2.50846 -0.46464 -0.83131
Cl -3.09119 -2.54717 -0.25518
Cl 0.94543 -1.48777 1.06753
Br 4.30484 -0.78429 0.11326
H -2.17282 1.65767 1.60036
H -0.29826 2.59102 0.68496
H -2.48874 -0.74778 1.73709
H 1.41665 1.72531 -0.56040
H -1.60025 -1.03767 -1.15608
H 2.61682 0.36640 -1.48045
H 2.32945 -1.49403 -1.20748
*
```

Results
Kohn-Sham gap (spin up / spin down) = 6.42 / 6.28 eV
LUMO energy (spin up / spin down) = 0.52 / -3.09 eV
DFT total energy = -3765.13011 Eh
Expectation value of S² = 2.03

---

(2)
Below is a single C7H7Cl molecule, with properties calculated with ωB97M-V with the def2-TZVPD basis set.

```
! wB97M-V def2-TZVPD RIJCOSX def2/J DEFGRID3
* xyz 0 1
Cl 3.09195 0.00460 -0.45924
C 1.50417 -0.00581 0.20498
C 0.77293 -1.28959 0.14407
C -0.56811 -1.57252 -0.02415
C -1.61754 -0.68343 -0.37751
C -1.60323 0.67970 -0.40695
C -0.57673 1.55276 0.00268
C 0.76273 1.29371 0.13908
H 2.07946 0.03770 1.15245
H 1.46042 -2.13170 0.40722
H -0.86078 -2.61976 0.10001
H -2.53170 -1.14637 -0.66915
H -2.52734 1.13932 -0.68947
H -0.86118 2.63107 0.05763
H 1.47497 2.11033 0.41835
*
```

Results
Kohn-Sham gap = 7.81 eV
SMILES string = ClC1C=CC=CC=C1
ΔE to the lowest compared entry with this formula, charge and spin = 51.7 kcal/mol
LUMO energy = -0.20 eV
DFT total energy = -731.03236 Eh

---

(3)
Below is a single C7H7ClO molecule, with properties calculated with ωB97M-V with the def2-TZVPD basis set.

```
! wB97M-V def2-TZVPD RIJCOSX def2/J DEFGRID3
* xyz 0 1
O 2.83784 -2.39628 1.18079
C 2.21655 -1.09019 1.10229
C 1.91883 -0.71009 -0.40392
C 1.14032 0.21969 -0.79526
C 0.40321 1.17296 -1.17203
C -0.96543 1.16303 -1.02176
C -2.21726 1.08822 -0.75313
C -3.66919 0.98196 -0.36938
Cl -3.97425 0.89071 1.38199
H 3.21485 -2.60263 2.09620
H 2.91745 -0.30933 1.47654
H 1.30220 -1.04416 1.76194
H 2.54885 -1.21137 -1.18315
H 0.79109 2.03842 -1.67895
H -4.47741 1.73767 -0.74308
H -3.98764 0.07139 -0.87909
*
```

Results
Kohn-Sham gap = 9.15 eV
SMILES string = OCC=C=CC#CCCl
ΔE to the lowest compared entry with this formula, charge and spin = 77.0 kcal/mol
LUMO energy = 0.48 eV
DFT total energy = -806.18105 Eh

---

(4)
Below is a single C7H7ClO2 molecule, with properties calculated with ωB97M-V with the def2-TZVPD basis set.

```
! wB97M-V def2-TZVPD RIJCOSX def2/J DEFGRID3
* xyz 0 1
O 2.45052 -1.92252 -0.07214
C 2.12723 -0.82772 0.31459
C 0.98844 0.00737 -0.09127
Cl 1.61655 1.72664 -0.02182
C 0.07246 -0.37178 -1.18573
C -1.33998 -0.42075 -0.61970
C -1.74837 0.92999 -0.12688
C -1.02942 1.15096 0.96957
C -0.34960 -0.18079 1.21356
O -1.05768 -1.16196 0.61357
H 2.88931 -0.30075 0.97095
H 0.43324 -1.35162 -1.55933
H 0.03620 0.32827 -1.91159
H -2.02342 -0.75182 -1.44989
H -2.08081 1.75527 -0.76159
H -1.08406 2.00233 1.62760
H 0.09937 -0.61110 2.09009
*
```

Results
Kohn-Sham gap = 9.93 eV
SMILES string = O=C[C@@]1(Cl)C[C@@H]2C=C[C@H]1O2
ΔE to the lowest compared entry with this formula, charge and spin = 68.2 kcal/mol
LUMO energy = 0.43 eV
DFT total energy = -881.50097 Eh

---

(5)
Below is a molecular structure, C7H7CoFSe4, with properties calculated with ωB97M-V with the def2-TZVPD basis set.

```
! wB97M-V def2-TZVPD RIJCOSX def2/J DEFGRID3
* xyz -1 5
Co 0.00000 0.00000 0.00000
Se 2.45960 0.00000 0.04430
Se 3.76100 0.00000 2.04770
Se 2.04770 0.00000 3.76100
Se 0.04430 0.00000 2.45960
F -1.40270 1.88630 -5.39750
C -1.07040 1.88930 -4.10000
C 0.25190 1.67380 -3.73090
C 0.60130 1.68920 -2.37900
C -0.37570 1.91540 -1.40210
C 0.00000 1.98950 0.00000
C -1.70440 2.12590 -1.78940
C -2.05200 2.11430 -3.14190
H 1.00260 1.50220 -4.49540
H 1.63860 1.52850 -2.09610
H -0.72550 2.34680 0.76160
H 1.01150 2.35280 0.27880
H -2.47530 2.31410 -1.04610
H -3.07710 2.28650 -3.45290
H -1.59430 0.00000 0.00000
*
```

Results
Kohn-Sham gap (spin up / spin down) = 5.51 / 5.26 eV
LUMO energy (spin up / spin down) = 2.46 / 1.06 eV
DFT total energy = -11359.27454 Eh
Expectation value of S² = 6.04

---

(6)
Below is a molecular structure, C7H7CuN2O6, with properties calculated with ωB97M-V with the def2-TZVPD basis set.

```
! wB97M-V def2-TZVPD RIJCOSX def2/J DEFGRID3
* xyz 1 2
O 0.31516 4.12464 -0.94612
C 0.13303 3.18886 -1.57904
Cu -0.23150 -0.87191 -1.15736
C 0.05452 -2.64530 -1.54320
O 0.43427 -3.68314 -1.20156
C -0.55565 -0.09724 -3.18947
O -0.28199 -0.58257 -4.26919
C 2.27515 -0.05132 -1.77306
O 3.34476 0.23733 -1.53952
C -1.85818 -0.42388 -2.25313
O -2.83094 0.24407 -2.43059
H -0.13178 0.89287 -2.81226
C 1.24658 0.75446 2.95888
N 0.07685 -0.10750 2.76013
C -0.45145 -0.30796 1.53408
N -1.61248 -1.03293 1.44790
O 0.20072 0.00265 0.48755
H 1.71875 1.07758 2.01523
H 2.00214 0.22335 3.55172
H 0.95963 1.65409 3.52148
H -0.48198 -0.37660 3.57214
H -2.15469 -0.99180 0.58696
H -2.17091 -1.22776 2.25843
*
```

Results
Kohn-Sham gap (spin up / spin down) = 8.22 / 8.47 eV
LUMO energy (spin up / spin down) = -4.46 / -5.48 eV
DFT total energy = -2472.05945 Eh
Expectation value of S² = 0.76

---

(7)
Below is a molecular structure, C7H7MnO6, with properties calculated with ωB97M-V with the def2-TZVPD basis set.

```
! wB97M-V def2-TZVPD RIJCOSX def2/J DEFGRID3
* xyz 3 4
O -0.38907 4.70932 0.19349
C -0.45279 3.93801 -0.64431
Mn -0.41601 -0.75164 -2.38187
C -0.45481 -2.13389 -1.36568
O -0.46480 -3.06740 -0.65902
C -0.47972 -2.02108 -4.13254
O -0.49082 -2.05045 -5.29262
C 1.13203 -0.37886 -1.72242
O 2.19339 -0.16427 -1.22569
C -2.04373 -0.35812 -1.87439
O -3.15319 -0.16766 -1.56858
H -0.44776 0.93304 -2.16996
C 0.65924 0.60668 3.45082
C 0.80978 0.11342 2.03378
O -0.39129 -0.42524 1.52380
H -0.07250 1.39507 3.52896
H 1.60675 0.99114 3.79068
H 0.37498 -0.20068 4.10911
H 1.10233 0.93143 1.37536
H 1.59156 -0.64770 1.98231
H -0.21354 -1.25113 1.04877
*
```

Results
Kohn-Sham gap (spin up / spin down) = 5.00 / 3.97 eV
ΔE to the lowest compared entry with this formula, charge and spin = 48.9 kcal/mol
LUMO energy (spin up / spin down) = -16.65 / -17.70 eV
DFT total energy = -1871.77100 Eh
Expectation value of S² = 3.82

---

(8)
Below is a single C7H7N molecule, with properties calculated with ωB97M-V with the def2-TZVPD basis set.

```
! wB97M-V def2-TZVPD RIJCOSX def2/J DEFGRID3
* xyz 0 1
C 1.28216 2.33552 -0.05788
C 0.59070 1.34817 -0.10019
C -0.17136 0.16501 -0.06374
C -1.60848 0.32314 0.01594
C -2.84534 0.39500 0.00657
C 0.29890 -0.92541 -1.03241
N 1.01604 -1.59102 0.03720
C 0.40213 -0.73576 1.05432
H 1.83240 3.25181 0.03370
H -3.88727 0.51470 0.05184
H 0.92430 -0.61742 -1.94845
H -0.54133 -1.55392 -1.33865
H 2.01221 -1.35770 -0.00377
H 1.13959 -0.32800 1.77022
H -0.44466 -1.22414 1.57530
*
```

Results
Kohn-Sham gap = 10.06 eV
SMILES string = C#CC1(C#C)CNC1
ΔE to the lowest compared entry with this formula, charge and spin = 101.2 kcal/mol
LUMO energy = 0.95 eV
DFT total energy = -325.49748 Eh

---

(9)
Below is a single C7H7N molecule, with properties calculated with ωB97M-V with the def2-TZVPD basis set.

```
! wB97M-V def2-TZVPD RIJCOSX def2/J DEFGRID3
* xyz 0 1
C -0.05699 2.04399 0.12135
C 0.16974 0.55601 0.04392
C -0.76370 -0.44195 -0.04738
C -2.12688 -0.15775 -0.07988
N -3.21702 0.20561 -0.17536
C -0.11874 -1.78914 -0.04645
C 1.30530 -1.42929 0.11177
C 1.50290 -0.07935 0.02922
H 0.71425 2.69156 0.57055
H -0.98363 2.28232 0.37613
H 0.01195 2.51118 -0.94511
H -0.34741 -2.15631 -1.14231
H -0.63712 -2.50879 0.63642
H 2.11173 -2.14637 0.26535
H 2.43562 0.41827 0.28179
*
```

Results
Kohn-Sham gap = 9.07 eV
SMILES string = CC1=C(C#N)CC=C1
ΔE to the lowest compared entry with this formula, charge and spin = 18.1 kcal/mol
LUMO energy = 0.26 eV
DFT total energy = -325.62985 Eh

---

(10)
Below is a gas-phase ion, C7H7N2 (charge +1), with properties calculated with ωB97M-V with the def2-TZVPD basis set.

```
! wB97M-V def2-TZVPD RIJCOSX def2/J DEFGRID3
* xyz 1 1
C -0.25874 0.87487 1.21212
N 0.35363 1.83648 0.80391
C 1.32843 1.88710 -0.16180
C 1.24169 0.71975 -1.13648
N 0.62686 -0.26275 -0.68735
C 0.15890 -1.43315 -0.99966
C -1.00410 -1.71568 -0.37742
C -1.59824 -1.09971 0.76571
C -1.21087 -0.00337 1.55905
H 2.26614 2.06516 0.36129
H 1.21110 2.93014 -0.67953
H 1.72870 0.59243 -2.18887
H 0.78563 -2.21838 -1.54143
H -1.45481 -2.66794 -0.67761
H -2.44453 -1.66334 1.21833
H -1.72977 0.15839 2.52975
*
```

Results
Kohn-Sham gap (spin up / spin down) = 7.97 / 7.97 eV
SMILES string = C1#[N+]C/C=N/C=C\C=C/1
ΔE to the lowest compared entry with this formula, charge and spin = 47.2 kcal/mol
LUMO energy (spin up / spin down) = -5.48 / -5.48 eV
DFT total energy = -380.06482 Eh